# 1
C33H32I3N2OPRu | wB97M-V/def2-TZVPD

Summary:
spin multiplicity	5
expectation value of S²	6.05
frontier orbital gap (spin up / spin down)	7.736 / 4.970	eV
molecular weight	985.39	g mol⁻¹
LUMO level (spin up / spin down)	-11.08 / -13.83	eV
total charge	+4

Atoms and positions in Å:
Ru (0.510, 0.758, 0.129)
I (2.473, 2.522, 0.279)
C (1.908, 4.456, -0.291)
C (2.908, 5.350, 0.114)
C (2.827, 6.693, -0.188)
C (1.733, 7.152, -0.923)
C (0.726, 6.275, -1.336)
C (-0.328, 6.821, -2.093)
C (-1.367, 6.015, -2.553)
C (-1.356, 4.681, -2.225)
C (-0.334, 4.075, -1.460)
P (-0.734, 2.293, -1.153)
C (-2.288, 2.384, -0.244)
C (-3.577, 2.463, -0.775)
C (-4.674, 2.480, 0.073)
C (-4.501, 2.431, 1.451)
C (-3.224, 2.363, 1.993)
C (-2.124, 2.341, 1.150)
C (-0.773, 1.559, -2.796)
C (-1.812, 1.658, -3.725)
C (-1.710, 1.027, -4.954)
C (-0.572, 0.298, -5.278)
C (0.473, 0.199, -4.369)
C (0.373, 0.826, -3.138)
C (0.759, 4.868, -1.017)
H (3.765, 4.991, 0.669)
H (3.602, 7.376, 0.132)
H (1.661, 8.201, -1.182)
H (-0.321, 7.880, -2.317)
H (-2.169, 6.435, -3.145)
H (-2.182, 4.072, -2.567)
H (-3.753, 2.492, -1.840)
H (-5.670, 2.534, -0.345)
H (-5.364, 2.452, 2.103)
H (-3.089, 2.341, 3.065)
H (-1.124, 2.335, 1.590)
H (-2.714, 2.212, -3.515)
H (-2.520, 1.110, -5.666)
H (-0.499, -0.187, -6.242)
H (1.366, -0.353, -4.625)
H (1.219, 0.762, -2.453)
I (0.849, -3.442, -0.486)
C (-1.171, -2.898, -0.580)
I (-1.663, -0.845, -0.173)
H (-1.752, -3.463, 0.141)
H (-1.516, -3.051, -1.596)
C (4.215, -4.840, 5.211)
C (3.953, -4.600, 3.713)
N (4.888, -3.659, 3.127)
C (6.300, -3.963, 3.126)
C (7.032, -3.109, 4.195)
C (4.477, -2.435, 2.442)
O (5.261, -1.943, 1.686)
C (3.130, -1.839, 2.691)
C (2.526, -1.746, 3.941)
C (1.336, -1.046, 4.050)
C (0.802, -0.461, 2.918)
N (1.392, -0.518, 1.710)
C (2.537, -1.200, 1.607)
H (3.413, -5.477, 5.580)
H (4.215, -3.911, 5.778)
H (5.159, -5.357, 5.370)
H (2.937, -4.268, 3.518)
H (4.116, -5.542, 3.173)
H (6.699, -3.700, 2.145)
H (6.416, -5.028, 3.316)
H (6.874, -2.047, 4.018)
H (8.092, -3.329, 4.082)
H (6.717, -3.375, 5.200)
H (2.977, -2.185, 4.821)
H (0.827, -0.950, 4.999)
H (-0.140, 0.073, 2.970)
H (3.002, -1.243, 0.629)



# 2
C33H36BF3O3S | wB97M-V/def2-TZVPD

Summary:
frontier orbital gap	7.579	eV
molecular weight	580.52	g mol⁻¹
LUMO level	0.01	eV
total charge	0

Atoms and positions in Å:
C (1.842, -1.679, -6.538)
C (2.337, -1.893, -5.161)
C (3.647, -2.153, -4.787)
C (3.761, -2.636, -3.447)
C (2.524, -2.802, -2.826)
B (3.299, 1.410, -0.231)
C (2.200, -3.444, -1.583)
C (3.234, -3.886, -0.732)
C (2.941, -4.613, 0.402)
C (1.617, -4.891, 0.716)
C (1.295, -5.717, 1.922)
F (0.017, -5.510, 2.381)
F (1.409, -7.055, 1.687)
F (2.129, -5.432, 2.975)
C (0.570, -4.444, -0.086)
C (0.862, -3.707, -1.220)
O (4.435, 1.167, -1.004)
C (4.416, 2.105, -2.087)
C (5.375, 3.225, -1.677)
C (4.974, 1.434, -3.328)
C (2.881, 2.531, -2.152)
C (2.622, 3.989, -2.473)
C (2.091, 1.677, -3.145)
O (2.407, 2.284, -0.795)
S (1.287, -2.007, -3.794)
H (2.624, -1.921, -7.259)
H (0.987, -2.343, -6.707)
H (1.515, -0.646, -6.706)
H (4.470, -2.064, -5.494)
H (4.702, -2.912, -2.977)
H (4.271, -3.669, -0.985)
H (3.753, -4.950, 1.047)
H (-0.461, -4.649, 0.180)
H (0.027, -3.330, -1.819)
H (5.557, 3.917, -2.507)
H (4.983, 3.779, -0.813)
H (6.332, 2.773, -1.381)
H (4.994, 2.158, -4.155)
H (6.002, 1.106, -3.143)
H (4.393, 0.556, -3.630)
H (3.018, 4.233, -3.467)
H (1.541, 4.176, -2.493)
H (3.083, 4.642, -1.723)
H (2.368, 1.939, -4.179)
H (2.264, 0.601, -3.002)
H (1.015, 1.872, -3.041)
C (-1.271, -2.935, 4.211)
O (-1.334, -2.481, 2.834)
C (-0.187, -2.061, 2.236)
C (-0.305, -1.351, 1.017)
C (0.793, -0.714, 0.472)
C (2.065, -0.832, 1.061)
C (3.130, 0.212, 0.866)
C (4.532, -0.084, 1.379)
C (5.219, 1.029, 1.894)
C (6.443, 0.890, 2.527)
C (7.059, -0.364, 2.615)
C (8.385, -0.491, 3.295)
C (6.437, -1.459, 1.997)
C (5.157, -1.332, 1.438)
C (2.189, -1.711, 2.156)
C (1.096, -2.306, 2.759)
H (-2.317, -3.063, 4.494)
H (-0.751, -3.901, 4.260)
H (-0.776, -2.194, 4.857)
H (-1.299, -1.312, 0.573)
H (0.674, -0.087, -0.412)
H (2.774, 0.989, 1.598)
H (4.764, 2.016, 1.850)
H (6.934, 1.763, 2.961)
H (8.504, -1.481, 3.742)
H (9.225, -0.340, 2.600)
H (8.472, 0.273, 4.077)
H (6.939, -2.427, 1.982)
H (4.647, -2.220, 1.060)
H (3.153, -1.904, 2.614)
H (1.218, -2.931, 3.647)



# 3
C3Cl3F3O | wB97M-V/def2-TZVPD

Summary:
frontier orbital gap	9.869	eV
molecular weight	215.38	g mol⁻¹
LUMO level	-0.14	eV
total charge	0

Atoms and positions in Å:
C (0.616, -0.637, 0.100)
C (1.787, 0.225, 0.078)
C (-1.517, 0.129, -0.263)
O (1.193, -0.194, 1.267)
F (-1.452, 1.128, -1.118)
F (-2.192, -0.890, -0.738)
F (-1.957, 0.523, 0.911)
Cl (0.571, -2.294, -0.302)
Cl (3.342, -0.467, -0.296)
Cl (1.667, 1.919, -0.308)



# 4
C5H7N | wB97M-V/def2-TZVPD

Summary:
frontier orbital gap	8.581	eV
molecular weight	81.12	g mol⁻¹
LUMO level	0.74	eV
total charge	0

Atoms and positions in Å:
C (0.444, -1.158, 0.057)
C (1.187, -0.012, -0.612)
C (0.607, 1.187, -0.465)
C (-0.617, 1.295, 0.294)
N (-1.847, -0.106, 0.035)
C (-0.739, -0.503, 0.739)
H (1.066, -1.713, 0.769)
H (0.139, -1.895, -0.710)
H (2.064, -0.227, -1.210)
H (0.890, 2.159, -0.882)
H (-0.524, 2.054, 1.125)
H (-1.758, -0.426, -0.940)
H (-0.912, -0.654, 1.798)



# 5
C36H90N6Na3O16P | wB97M-V/def2-TZVPD

Summary:
frontier orbital gap	7.868	eV
molecular weight	963.09	g mol⁻¹
LUMO level	-0.04	eV
total charge	0

Atoms and positions in Å:
Na (7.923, 11.559, 5.938)
Na (6.304, 8.758, 2.796)
Na (10.508, 7.670, 4.824)
P (8.304, 9.393, 4.421)
O (6.860, 9.517, 4.983)
O (8.441, 7.975, 3.817)
O (9.380, 9.656, 5.494)
O (8.461, 10.395, 3.256)
C (10.989, 9.590, -1.318)
O (10.071, 8.595, -0.953)
C (9.239, 8.969, 0.134)
C (8.188, 10.005, -0.261)
N (7.257, 10.172, 0.837)
C (6.420, 11.343, 0.707)
C (5.638, 11.641, 1.979)
O (4.708, 10.577, 2.158)
C (3.773, 10.826, 3.193)
H (10.513, 10.437, -1.825)
H (11.715, 9.144, -1.997)
H (11.541, 9.976, -0.448)
H (9.849, 9.346, 0.962)
H (8.728, 8.057, 0.445)
H (7.705, 9.658, -1.180)
H (8.666, 10.978, -0.474)
H (7.789, 10.257, 1.728)
H (5.659, 11.180, -0.069)
H (6.977, 12.250, 0.408)
H (5.116, 12.594, 1.841)
H (6.302, 11.678, 2.852)
H (3.143, 11.684, 2.945)
H (4.273, 10.925, 4.161)
H (3.124, 9.951, 3.260)
C (12.112, 9.808, 3.138)
O (12.436, 8.474, 3.479)
C (13.676, 8.350, 4.140)
C (13.728, 7.035, 4.892)
N (12.702, 7.006, 5.935)
C (12.678, 5.699, 6.601)
C (12.010, 5.786, 7.938)
O (12.885, 6.483, 8.809)
C (12.377, 6.617, 10.109)
H (11.146, 9.793, 2.632)
H (12.868, 10.264, 2.489)
H (11.979, 10.425, 4.038)
H (13.815, 9.173, 4.862)
H (14.506, 8.457, 3.429)
H (14.735, 6.991, 5.331)
H (13.593, 6.214, 4.188)
H (13.005, 7.643, 6.672)
H (13.688, 5.293, 6.770)
H (12.160, 4.953, 5.993)
H (11.789, 4.784, 8.328)
H (11.054, 6.322, 7.863)
H (13.201, 6.878, 10.773)
H (11.917, 5.685, 10.460)
H (11.626, 7.414, 10.188)
C (4.827, 7.604, 6.691)
O (4.822, 6.848, 7.873)
C (3.560, 6.794, 8.477)
C (3.682, 5.925, 9.708)
N (2.516, 6.005, 10.568)
C (1.323, 5.403, 9.975)
C (0.177, 5.278, 10.969)
O (-0.724, 6.363, 10.945)
C (-0.189, 7.538, 11.501)
H (5.835, 7.710, 6.306)
H (4.377, 8.595, 6.840)
H (4.211, 7.103, 5.924)
H (2.803, 6.389, 7.787)
H (3.209, 7.802, 8.758)
H (4.565, 6.247, 10.266)
H (3.907, 4.895, 9.376)
H (2.726, 5.509, 11.426)
H (1.546, 4.415, 9.536)
H (0.960, 6.031, 9.157)
H (0.555, 5.129, 11.994)
H (-0.427, 4.402, 10.728)
H (0.700, 7.883, 10.960)
H (0.133, 7.372, 12.541)
H (-0.946, 8.316, 11.481)
C (10.576, 3.568, -0.930)
O (11.055, 4.143, 0.258)
C (10.472, 5.413, 0.504)
C (11.005, 5.976, 1.835)
N (10.070, 5.979, 2.919)
C (9.729, 4.719, 3.504)
C (8.767, 4.862, 4.671)
O (9.356, 5.448, 5.824)
C (8.341, 6.025, 6.643)
H (9.487, 3.433, -0.919)
H (11.054, 2.596, -1.044)
H (10.837, 4.178, -1.806)
H (9.379, 5.310, 0.572)
H (10.708, 6.089, -0.328)
H (11.352, 6.997, 1.665)
H (11.886, 5.387, 2.114)
H (9.358, 6.708, 3.015)
H (10.606, 4.123, 3.788)
H (9.177, 4.065, 2.795)
H (8.410, 3.854, 4.935)
H (7.883, 5.423, 4.349)
H (7.908, 6.894, 6.139)
H (8.836, 6.382, 7.546)
H (7.592, 5.277, 6.914)
C (5.759, 10.075, 9.220)
O (7.164, 10.128, 9.334)
C (7.770, 9.010, 8.717)
C (9.253, 9.024, 8.973)
N (9.910, 10.062, 8.215)
C (11.292, 10.254, 8.578)
C (11.982, 11.155, 7.585)
O (13.374, 11.125, 7.847)
C (14.100, 11.832, 6.856)
H (5.451, 10.045, 8.171)
H (5.355, 10.950, 9.724)
H (5.374, 9.175, 9.720)
H (7.565, 8.979, 7.635)
H (7.319, 8.090, 9.129)
H (9.652, 8.026, 8.705)
H (9.473, 9.151, 10.036)
H (9.798, 9.925, 7.211)
H (11.834, 9.286, 8.571)
H (11.420, 10.658, 9.587)
H (11.651, 12.198, 7.683)
H (11.777, 10.819, 6.557)
H (15.094, 12.019, 7.265)
H (13.632, 12.798, 6.644)
H (14.206, 11.218, 5.956)
C (11.980, 15.740, 6.823)
O (11.808, 14.543, 6.117)
C (10.520, 14.441, 5.520)
C (10.481, 13.114, 4.815)
N (9.279, 12.871, 4.038)
C (9.135, 13.642, 2.807)
C (10.182, 13.331, 1.752)
O (11.351, 14.102, 2.008)
C (12.490, 13.599, 1.355)
H (12.016, 16.610, 6.155)
H (12.924, 15.671, 7.365)
H (11.180, 15.901, 7.558)
H (10.387, 15.266, 4.810)
H (9.769, 14.495, 6.318)
H (10.530, 12.319, 5.570)
H (11.417, 12.965, 4.258)
H (9.177, 11.872, 3.805)
H (9.253, 14.701, 3.055)
H (8.145, 13.462, 2.387)
H (9.821, 13.587, 0.744)
H (10.423, 12.258, 1.760)
H (12.251, 13.233, 0.347)
H (12.949, 12.774, 1.915)
H (13.200, 14.417, 1.251)



# 6
C12H8FN3O3S2 | wB97M-V/def2-TZVPD

Summary:
frontier orbital gap	7.684	eV
molecular weight	325.35	g mol⁻¹
LUMO level	-1.76	eV
total charge	0

Atoms and positions in Å:
O (-0.088, -1.840, 0.201)
C (-0.051, -0.745, -0.300)
C (1.242, -0.083, -0.372)
C (1.442, 1.002, -1.100)
F (2.613, 1.589, -1.194)
C (0.364, 1.612, -1.909)
O (0.646, 2.420, -2.745)
C (-1.021, 1.150, -1.621)
C (-2.129, 1.845, -2.111)
N (-1.990, 3.062, -2.897)
C (-1.734, 4.052, -2.251)
S (-1.375, 5.334, -1.460)
C (-3.426, 1.412, -1.888)
C (-3.633, 0.270, -1.140)
C (-2.559, -0.444, -0.607)
S (-2.982, -1.893, 0.350)
C (-1.243, -0.018, -0.846)
H (2.061, -0.492, 0.195)
H (-4.253, 1.973, -2.283)
H (-4.629, -0.089, -0.946)
H (-3.554, -1.294, 1.405)
C (3.791, -2.494, 2.978)
O (4.957, -2.828, 3.068)
N (3.061, -2.072, 4.057)
N (3.109, -2.511, 1.789)
H (2.099, -1.798, 4.004)
H (3.529, -2.047, 4.943)
H (3.609, -2.824, 0.979)
H (2.144, -2.250, 1.699)